C8H5N2O5W | wB97M-V/def2-TZVPD

CARTESIAN COORDINATES (ANGSTROEM)
O -3.8955 0.3936 -0.5296
C -2.9071 0.6663 0.0101
W 0.3668 0.1830 -1.5377
C 2.4115 0.4420 -1.3470
O 3.5629 0.5535 -1.2561
C 0.4150 -0.0378 -3.5674
O 0.2686 -0.1444 -4.6990
C -0.9840 1.6609 -1.4393
O -1.6262 2.6484 -1.4523
C -0.6518 -1.5289 -1.2641
O -1.1388 -2.5937 -1.1521
H -2.0126 0.7773 0.7508
N 0.1219 -0.7445 2.6000
C 1.2942 -0.0218 2.6790
C 1.6285 0.3090 1.4001
N 0.6712 -0.2588 0.5510
C -0.2324 -0.8708 1.3044
H -0.4541 -1.1166 3.3336
H 1.7848 0.2405 3.5930
H 2.4842 0.8494 1.0583
H -1.1070 -1.4067 0.9642

- Spin multiplicity: 3
- Total charge: +3
- LUMO (alpha / beta): -14.58 / -15.21 eV
- Max |F|: 7.9 eV/A
- Frontier orbital gap (alpha / beta): 6.63 / 5.94 eV
- Total energy: -23383.315 eV
- HOMO energy (alpha / beta): -21.2130 / -21.1517 eV

Here are the Löwdin charges for atoms 1 to 6, given in e:
1 O 0.39
2 C 0.26
3 W 1.23
4 C -0.04
5 O 0.28
6 C -0.12